(1)
82
Properties=species:S:1:pos:R:3:forces:R:3:lowdin_charge:R:1 method="wB97M-V/def2-TZVPD" e_tot_ha=-3871.77467 charge=0 spin_multiplicity=1 de_lowest_kj_mol=50.7
In -0.800668 0.042101 -0.430368 -0.5 0.4 -0.2 0.502
C -2.754413 3.261162 2.225472 0.0 0.0 0.0 -0.016
C -1.815134 2.406239 1.438861 0.1 -0.1 0.0 -0.263
N -2.253554 1.622833 0.515025 0.0 0.0 0.1 -0.022
N -3.583413 1.656736 0.298288 0.1 0.0 0.0 0.003
C -4.024311 0.831023 -0.641362 -0.1 0.1 0.0 -0.857
N -5.357083 0.929010 -0.857560 0.0 0.0 0.0 0.072
S -3.165890 -0.291578 -1.609845 0.1 0.0 0.1 0.640
C -0.356118 2.396900 1.680663 0.0 0.1 0.0 -0.217
C 0.261790 3.323798 2.515194 0.0 0.0 -0.1 -0.021
C 1.636524 3.290599 2.674169 0.0 0.0 0.0 -0.050
C 2.375178 2.345506 1.985488 0.0 0.0 0.0 -0.037
C 1.698715 1.462021 1.161237 0.1 0.0 -0.1 -0.098
N 0.375341 1.480012 1.025597 -0.1 -0.1 0.1 0.067
H -3.324711 3.904974 1.554855 0.0 0.0 0.0 0.088
H -2.260058 3.868242 2.976096 0.0 0.0 0.0 0.060
H -3.484736 2.613571 2.715214 0.0 0.0 0.0 0.085
H -5.897450 1.500080 -0.230570 0.0 0.0 0.0 0.095
H -5.809334 0.239279 -1.427795 0.0 0.0 0.0 0.080
H -0.320425 4.072536 3.027482 0.0 0.0 0.0 0.104
H 2.122751 4.005323 3.325692 0.0 0.0 0.0 0.114
H 3.450642 2.288190 2.070980 0.0 0.0 0.0 0.110
H 2.213634 0.718280 0.566940 0.0 0.0 0.1 0.081
I -0.197482 -2.394087 -2.292847 -0.2 -0.2 0.0 1.185
C 0.104635 -0.953203 -3.782338 0.0 -0.1 0.0 -0.573
C 0.300499 -1.456918 -5.037101 0.0 0.1 0.0 -0.158
C 0.561815 -0.590790 -6.116513 0.0 0.0 0.0 -0.073
C 0.632270 0.749943 -5.895906 0.0 0.0 0.0 -0.037
C 0.439070 1.286344 -4.600248 -0.1 0.0 0.0 -0.180
C 0.556989 2.685674 -4.405272 0.0 0.0 -0.1 -0.042
C 0.406265 3.223979 -3.166653 0.0 0.0 0.0 -0.073
C 0.114953 2.381628 -2.070756 -0.2 0.0 0.1 -0.128
C -0.023845 1.025142 -2.198188 -0.3 -0.1 0.0 -0.246
C 0.150887 0.441503 -3.489959 -0.3 0.1 -0.2 -0.269
H 0.261112 -2.523663 -5.207573 0.0 0.0 0.0 0.087
H 0.712140 -1.001513 -7.105869 0.0 0.0 0.0 0.106
H 0.842185 1.433229 -6.710008 0.0 0.0 0.0 0.113
H 0.772305 3.310626 -5.263685 0.0 0.0 0.0 0.113
H 0.498123 4.292622 -3.017088 0.0 0.0 0.0 0.107
H -0.009533 2.848212 -1.098832 0.0 0.0 0.0 0.087
S 5.579862 -5.290042 -2.178134 0.0 0.0 0.0 0.998
N 4.719742 -5.093082 -0.825008 0.0 0.0 0.0 -0.219
C 4.109723 -3.923866 -0.927290 0.0 0.0 0.1 -0.301
C 3.205170 -3.351053 0.054690 0.1 -0.1 0.0 -0.091
C 2.872112 -4.000170 1.246734 -0.1 0.0 0.0 0.016
C 1.976485 -3.396298 2.095974 0.0 0.0 -0.1 -0.037
C 1.410889 -2.179422 1.706883 0.1 -0.1 0.1 -0.127
N 1.701485 -1.562701 0.574671 0.0 0.1 0.2 0.097
C 2.621962 -2.114760 -0.225265 0.0 0.0 -0.2 -0.203
C 2.982386 -1.370462 -1.449732 0.1 0.0 0.0 -0.196
N 2.468323 -0.143803 -1.589811 0.3 -0.1 0.1 0.124
C 2.745098 0.535856 -2.688512 0.5 0.1 0.0 -0.121
C 3.545813 0.040249 -3.718215 0.1 -0.1 0.1 -0.021
C 4.100182 -1.211598 -3.570684 0.0 0.1 0.0 0.014
C 3.826987 -1.935816 -2.410799 0.1 -0.1 0.0 -0.095
C 4.394757 -3.245050 -2.142087 0.0 0.1 -0.1 -0.303
N 5.214802 -3.911327 -2.937616 0.0 0.0 0.0 -0.220
H 3.312268 -4.963721 1.467053 0.0 0.0 0.0 0.120
H 1.660107 -3.853875 3.022492 0.0 0.0 0.0 0.086
H 0.678342 -1.698246 2.342354 0.1 0.0 0.0 0.061
H 2.301879 1.525177 -2.761573 0.3 -0.1 0.0 0.101
H 3.721827 0.635758 -4.603105 0.0 0.0 0.0 0.113
H 4.740277 -1.646687 -4.326992 0.0 0.0 0.0 0.119
C -5.715748 -0.713467 2.765115 0.0 0.0 0.0 -0.069
C -4.345717 -0.944516 3.356488 0.0 0.0 0.0 -0.304
O -3.403790 -0.929293 2.279665 0.0 0.0 0.0 -0.288
P -1.911858 -1.476065 2.394571 -0.1 0.0 0.0 0.078
O -1.390560 -1.376242 0.972704 0.4 -0.1 0.0 -0.447
Te -1.734028 -3.550879 3.452776 -0.1 0.0 0.0 0.450
O -1.120280 -0.302028 3.175853 0.0 0.0 0.0 -0.311
C -0.910350 -0.294511 4.595032 0.0 0.0 0.0 -0.307
C -0.052795 0.903668 4.925364 0.0 0.0 0.0 -0.062
H -6.473735 -0.766019 3.548196 0.0 0.0 0.0 0.078
H -5.932885 -1.474256 2.016017 0.0 0.0 0.0 0.084
H -5.768470 0.266760 2.290530 0.0 0.0 0.0 0.063
H -4.284811 -1.903953 3.876936 0.0 0.0 0.0 0.066
H -4.087039 -0.148724 4.061971 0.0 0.0 0.0 0.111
H -0.431514 -1.231163 4.887820 0.0 0.0 0.0 0.064
H -1.873454 -0.244000 5.109044 0.0 0.0 0.0 0.110
H 0.891059 0.860965 4.379119 0.0 0.0 0.0 0.075
H 0.165112 0.920621 5.994150 0.0 0.0 0.0 0.083
H -0.559298 1.832499 4.661736 0.0 0.0 0.0 0.067

(2)
79
Properties=species:S:1:pos:R:3:forces:R:3:lowdin_charge:R:1 method="wB97M-V/def2-TZVPD" e_tot_ha=-2611.55394 charge=+1 spin_multiplicity=1 de_lowest_kj_mol=99.9
Pt -0.364545 0.679837 1.450612 0.2 1.1 2.9 1.615
C -1.534320 -2.238740 2.211885 0.2 0.0 0.0 -0.135
C -2.477214 -2.533276 1.042832 0.0 0.1 0.1 -0.092
C -2.134533 -2.109776 -0.363975 0.2 0.0 0.1 -0.283
C -1.920883 -3.050604 -1.362323 0.1 0.0 0.0 -0.005
C -1.808066 -2.616883 -2.674759 0.0 0.0 0.0 -0.033
C -1.930329 -1.264753 -2.942017 0.1 0.0 0.0 -0.046
C -2.077920 -0.393892 -1.873106 0.1 -0.1 -0.1 -0.128
N -2.165328 -0.798343 -0.610828 -0.5 -0.3 -0.1 0.088
N -1.420440 -0.799497 2.657110 0.1 -0.6 -0.8 -0.212
C -2.799461 -0.318876 2.969068 0.1 0.0 0.0 -0.091
C -3.276738 0.670766 1.964372 -0.3 0.1 0.0 -0.247
C -4.619192 0.963730 1.809396 0.0 0.1 -0.1 0.019
C -5.001046 1.893935 0.856421 0.0 0.0 0.0 -0.010
C -4.029019 2.510881 0.084427 0.0 0.0 0.1 -0.012
C -2.707996 2.179155 0.301206 0.1 0.2 0.0 -0.087
N -2.352376 1.287253 1.231348 0.1 -0.2 -1.6 -0.057
C -0.565385 -0.710892 3.871821 -0.3 0.0 0.2 -0.096
C -0.550447 0.739541 4.281395 0.2 0.0 0.0 -0.248
C -0.387921 1.188642 5.571399 0.0 0.0 0.0 0.028
C -0.374532 2.559705 5.805295 0.0 0.0 0.0 0.002
C -0.529887 3.436836 4.746750 0.0 0.0 0.1 -0.005
C -0.688453 2.922209 3.474771 -0.2 0.1 0.0 -0.080
N -0.723359 1.607226 3.264849 0.3 -0.1 0.4 -0.051
H -0.521653 -2.566811 2.002572 -0.1 -0.1 0.0 0.091
H -1.927788 -2.788218 3.074410 0.0 0.1 0.1 0.135
H -3.467956 -2.110314 1.234595 0.0 -0.1 0.1 0.112
H -2.608164 -3.616415 1.066799 0.0 0.0 0.0 0.128
H -1.864301 -4.102927 -1.116888 0.0 0.0 0.0 0.119
H -1.636343 -3.323416 -3.476135 0.0 0.0 0.0 0.118
H -1.881361 -0.888185 -3.951767 0.0 0.0 0.0 0.103
H -2.097991 0.678197 -2.042383 0.0 0.0 0.0 0.106
H -2.829029 0.122714 3.966471 0.1 0.1 0.0 0.145
H -3.473383 -1.171738 2.997322 0.0 0.0 0.0 0.131
H -5.353567 0.458515 2.421915 0.0 0.0 0.0 0.132
H -6.046764 2.130719 0.714601 0.0 0.0 0.0 0.125
H -4.283048 3.231868 -0.678317 0.0 0.0 0.0 0.124
H -1.897642 2.636023 -0.254980 0.0 -0.1 -0.1 0.130
H 0.430539 -1.078953 3.621609 0.0 0.1 0.0 0.137
H -0.981355 -1.331806 4.670198 0.0 0.0 0.0 0.149
H -0.262669 0.479519 6.377718 0.0 0.0 0.0 0.133
H -0.242300 2.935615 6.810665 0.0 0.0 0.0 0.127
H -0.502209 4.506676 4.887855 0.0 0.0 0.0 0.128
H -0.788207 3.553494 2.602948 0.1 0.0 0.0 0.132
O 3.055731 1.808624 0.862176 0.0 0.2 0.0 -0.208
S 1.962537 2.013614 1.742205 0.1 -0.7 0.0 0.447
O 1.441447 0.596282 2.286401 0.5 0.2 -0.7 -0.409
O 0.635896 2.317524 0.939921 0.0 -0.1 0.0 -0.422
O 2.083357 2.924160 2.835568 0.0 0.0 0.0 -0.242
O 1.041507 -2.208140 1.001801 0.0 0.0 0.0 0.036
C 1.162560 -1.470040 0.038218 0.4 0.0 0.0 -0.538
N 1.914422 -1.706321 -1.062120 -0.2 0.0 0.0 0.169
C 2.018047 -0.551741 -1.940206 0.0 -0.1 0.0 -0.240
C 1.011092 0.395350 -1.244102 -0.4 0.1 -0.4 -0.416
O 0.634059 1.464156 -1.663037 0.0 -0.1 0.0 0.079
N 0.571330 -0.223269 -0.102522 -0.5 0.0 -0.1 -0.004
C 1.630984 -0.906778 -3.377262 0.0 0.0 0.1 -0.150
C 2.196369 -2.051727 -3.932349 0.0 0.0 0.0 -0.022
C 1.938228 -2.406768 -5.245602 0.0 0.0 0.0 -0.067
C 1.116756 -1.609345 -6.032037 0.0 0.0 0.0 -0.080
C 0.561941 -0.462480 -5.490012 0.0 0.0 0.0 -0.078
C 0.816981 -0.109669 -4.169621 0.1 0.1 0.0 -0.056
C 3.416779 0.067162 -1.917940 0.1 0.0 0.0 -0.140
C 3.768756 1.001229 -2.888749 0.0 0.0 0.1 -0.009
C 5.035794 1.557561 -2.894314 0.0 0.0 0.0 -0.061
C 5.967219 1.185099 -1.933915 0.0 0.0 0.0 -0.075
C 5.615173 0.268984 -0.957606 0.0 0.0 0.0 -0.070
C 4.341983 -0.282055 -0.942668 0.0 0.0 -0.1 -0.038
H 2.517169 -2.509695 -1.095273 0.1 0.0 0.0 0.158
H 2.863092 -2.671737 -3.344537 0.0 0.0 0.0 0.116
H 2.388644 -3.299413 -5.659177 0.0 0.0 0.0 0.107
H 0.925911 -1.874675 -7.063508 0.0 0.0 0.0 0.105
H -0.070360 0.172319 -6.098482 0.0 0.0 0.0 0.108
H 0.400281 0.801700 -3.765176 0.0 0.0 0.0 0.107
H 3.049186 1.299015 -3.639575 0.0 0.0 0.0 0.118
H 5.298475 2.281415 -3.654472 0.0 0.0 0.0 0.107
H 6.961143 1.612344 -1.945392 0.0 0.0 0.0 0.105
H 6.326602 -0.010729 -0.191932 0.0 0.0 0.0 0.108
H 4.075492 -0.970698 -0.151865 0.0 0.0 0.0 0.116

(3)
80
Properties=species:S:1:pos:R:3:forces:R:3:lowdin_charge:R:1 method="wB97M-V/def2-TZVPD" e_tot_ha=-2699.14489 charge=-2 spin_multiplicity=1 de_lowest_kj_mol=74.0
Pb 0.362107 -0.496126 1.047382 0.3 0.0 -0.5 1.516
O 2.160026 -3.357259 -2.225475 -0.1 -0.1 -0.2 -0.047
C 1.502314 -2.686219 -1.401306 0.6 0.2 0.1 -0.510
N 1.854919 -1.635576 -0.684483 -0.5 -0.3 0.0 0.002
C 3.086935 -1.029985 -0.793393 0.6 0.2 -0.1 -0.221
C 3.878063 -1.110786 -1.941493 0.0 -0.1 -0.2 -0.048
C 5.098032 -0.468943 -2.036658 0.1 0.1 -0.1 -0.139
C 5.544028 0.316126 -0.987992 0.2 0.1 -0.2 -0.139
C 4.778860 0.425757 0.157470 0.1 0.1 0.1 -0.042
C 3.569924 -0.257178 0.303096 0.6 -0.2 -0.4 -0.224
N 2.821717 -0.186542 1.456569 -0.4 0.2 0.5 0.003
C 3.346452 0.050578 2.644803 0.3 -0.3 -0.6 -0.503
O 4.541482 0.140415 2.990240 0.0 0.1 0.2 -0.038
C 2.307675 0.196237 3.728052 0.1 0.2 0.7 -0.177
C 2.734344 0.397682 5.044399 0.1 -0.1 -0.2 -0.014
C 1.795270 0.578650 6.037028 -0.2 0.0 -0.1 -0.088
C 0.450294 0.579034 5.688088 0.0 0.0 0.1 -0.072
C 0.113801 0.370762 4.358429 -0.3 0.0 0.6 -0.126
N 1.017381 0.172188 3.421115 0.4 0.3 0.1 0.027
C 0.101872 -3.169681 -1.120254 -0.4 -0.6 -0.3 -0.185
C -0.270427 -4.433108 -1.597857 0.2 0.0 0.0 -0.014
C -1.555936 -4.883779 -1.387812 -0.2 0.1 0.1 -0.088
C -2.447171 -4.053057 -0.718547 -0.1 0.0 0.1 -0.075
C -1.985046 -2.828878 -0.259474 -0.5 -0.3 -0.1 -0.158
N -0.755108 -2.403622 -0.458619 0.3 -0.1 -0.3 0.032
H 3.523642 -1.713442 -2.762393 0.0 0.0 0.0 0.078
H 5.693952 -0.578809 -2.937013 0.0 0.0 0.0 0.078
H 6.488151 0.844390 -1.068733 0.0 0.0 0.1 0.078
H 5.114184 1.048496 0.972517 0.0 -0.1 0.1 0.094
H 3.797538 0.398484 5.231794 0.0 0.0 0.0 0.103
H 2.096406 0.726903 7.068361 0.0 0.0 0.0 0.092
H -0.317526 0.724715 6.434451 -0.1 0.0 0.0 0.089
H -0.918654 0.347936 4.036868 -0.2 0.0 0.0 0.095
H 0.467577 -5.021515 -2.123513 0.1 0.1 0.0 0.102
H -1.870150 -5.862450 -1.738386 0.0 0.1 0.0 0.092
H -3.471456 -4.350229 -0.537969 0.0 0.0 0.0 0.088
H -2.630285 -2.158629 0.293185 -0.1 0.0 0.1 0.091
C -2.718614 -3.213323 3.702327 0.1 0.2 -0.1 -0.049
C -2.171494 -1.986073 2.945959 0.2 -0.8 0.5 -0.546
O -0.982183 -2.101778 2.553884 -0.5 0.1 0.2 -0.182
C -3.078461 -0.948906 2.777141 -0.4 -0.2 0.2 -0.098
C -2.966915 0.279014 2.074774 -0.3 0.8 -0.3 -0.393
C -4.170261 1.206465 2.168006 0.1 -0.2 -0.2 -0.060
N -1.933237 0.641960 1.374348 0.0 0.0 0.4 -0.090
N -2.021040 1.865052 0.708440 -0.7 0.4 0.1 0.021
C -0.879498 2.302655 0.246986 0.3 -0.1 0.3 -0.562
O 0.291821 1.861504 0.432256 0.1 0.0 0.2 -0.177
C -0.956127 3.477603 -0.671886 0.1 0.2 -0.2 -0.137
C -0.172172 3.398596 -1.821253 0.0 -0.1 0.1 -0.028
C -0.142656 4.436428 -2.730059 0.0 0.1 -0.1 -0.095
C -0.860901 5.597213 -2.479681 0.0 0.1 -0.1 -0.131
C -1.618209 5.695680 -1.323160 -0.1 0.2 -0.1 -0.121
C -1.684180 4.634544 -0.434070 0.0 -0.1 0.1 -0.043
H -3.123955 -3.909980 2.967382 0.0 -0.1 0.0 0.064
H -3.503566 -2.975436 4.418179 -0.1 0.1 0.0 0.054
H -1.897258 -3.704303 4.219051 0.1 0.0 0.0 0.065
H -4.044279 -1.106188 3.250443 0.1 0.0 0.0 0.072
H -5.071007 0.670418 2.469027 0.1 -0.1 0.0 0.055
H -4.317554 1.683221 1.199921 -0.1 0.1 0.1 0.054
H -3.967657 1.990009 2.898710 0.0 0.1 0.0 0.071
H 0.407703 2.501601 -1.971929 0.1 0.0 0.0 0.094
H 0.450728 4.344293 -3.632729 0.0 0.0 0.0 0.093
H -0.818780 6.422755 -3.183236 0.0 0.0 0.0 0.083
H -2.154947 6.616418 -1.117852 0.0 -0.1 0.0 0.085
H -2.288356 4.705751 0.457810 -0.1 0.0 0.1 0.101
C 1.881053 0.032756 -5.021423 -0.1 0.0 -0.2 -0.105
C 0.387667 0.135396 -5.312761 0.3 0.0 -0.2 -0.262
C -0.380440 0.066167 -4.046295 -1.1 -0.1 -0.5 -0.612
N 0.110108 0.246288 -2.888351 1.4 0.1 -1.0 0.029
N -0.752737 0.221634 -1.892483 -0.7 0.1 1.8 0.006
C -1.969652 0.038935 -2.243576 -0.4 -0.1 -1.7 -0.685
N -3.039392 0.120222 -1.446159 -0.5 -0.1 0.4 0.117
S -2.145679 -0.180194 -4.018465 0.7 0.2 0.8 0.999
H 2.453500 0.052346 -5.948278 0.1 0.0 0.0 0.064
H 2.092846 -0.890750 -4.489322 0.1 -0.1 0.1 0.066
H 2.190208 0.853427 -4.379539 0.1 0.0 0.0 0.074
H 0.061185 -0.666726 -5.981560 0.0 0.0 0.0 0.099
H 0.154953 1.088577 -5.807603 0.0 -0.1 0.0 0.105
H -2.812957 0.263968 -0.464338 -0.2 0.0 0.0 0.057
H -3.862796 -0.399777 -1.691112 0.1 0.0 0.1 0.090

| no. | Kohn-Sham gap (eV) |
| --- | --- |
| 1 | 6.798 |
| 2 | 6.941 |
| 3 | 5.094 |